1.
The following is a quantum chemistry calculation of C26H28As2N2RuS as an isolated structure at a distorted geometry, from the Open Molecules 2025 dataset.

Atoms and positions in Å:
Ru  0.13  0.13  0.18
C  -1.25  -2.81  2.12
As  0.39  -2.10  1.30
C  1.64  -2.65  2.73
C  0.80  -3.44  -0.08
C  0.44  -4.77  0.13
C  0.68  -5.73  -0.84
C  1.28  -5.37  -2.03
C  1.63  -4.05  -2.25
C  1.40  -3.07  -1.29
As  1.85  -1.20  -1.61
C  2.47  -1.20  -3.49
C  3.61  -1.19  -0.72
H  -1.06  -3.75  2.63
H  -2.01  -2.95  1.35
H  -1.62  -2.08  2.84
H  1.69  -3.74  2.80
H  1.29  -2.24  3.68
H  2.64  -2.25  2.53
H  -0.03  -5.06  1.07
H  0.39  -6.75  -0.66
H  1.49  -6.10  -2.79
H  2.11  -3.77  -3.18
H  3.32  -1.87  -3.64
H  2.79  -0.18  -3.73
H  1.66  -1.48  -4.16
H  4.25  -1.98  -1.11
H  3.46  -1.36  0.35
H  4.10  -0.23  -0.85
S  -2.33  0.31  0.61
C  -1.88  0.80  2.22
C  -2.80  1.31  3.13
C  -2.34  1.72  4.37
C  -0.97  1.64  4.65
C  -0.13  1.11  3.69
N  -0.58  0.68  2.51
H  -3.84  1.38  2.87
H  -3.02  2.11  5.11
H  -0.58  1.96  5.60
H  0.93  1.03  3.85
C  -1.94  1.00  -3.90
C  -1.36  2.22  -4.21
C  -0.35  2.71  -3.40
C  0.09  1.96  -2.31
N  -0.51  0.80  -2.01
C  -1.49  0.33  -2.77
C  1.20  2.39  -1.43
C  2.21  3.23  -1.90
C  3.23  3.65  -1.06
C  3.23  3.27  0.27
C  2.24  2.43  0.75
C  1.24  1.95  -0.09
H  -2.72  0.57  -4.51
H  -1.70  2.79  -5.06
H  0.09  3.68  -3.61
H  -1.93  -0.61  -2.45
H  2.21  3.53  -2.94
H  4.01  4.28  -1.45
H  4.00  3.65  0.93
H  2.24  2.18  1.81

As for the total charge: +1. As for the HOMO energy (spin up / spin down): -9.959 / -10.775 eV. As for the spin multiplicity: 6. Its HOMO-LUMO gap (spin up / spin down) is 7.7 / 6.5 eV. The value obtained for the total energy is -6081.39482 Eh.

2.
The following is a quantum chemistry calculation of C26H28AsClInN6O4S as an isolated structure, from the Open Molecules 2025 dataset.

Atoms and positions in Å:
In  0.06  -0.14  -0.04
C  0.49  -5.47  1.19
C  1.43  -4.51  0.84
C  1.17  -3.16  1.05
C  -0.04  -2.74  1.59
C  -0.99  -3.71  1.94
C  -0.72  -5.06  1.75
N  -0.32  -1.36  1.65
C  -1.05  -0.80  2.64
C  -1.21  -1.37  3.93
C  -1.93  -0.72  4.90
C  -2.55  0.53  4.66
C  -2.43  1.12  3.44
C  -1.70  0.46  2.42
N  -1.54  0.97  1.17
N  -2.06  2.05  0.80
C  -1.72  2.39  -0.53
C  -2.32  3.52  -1.06
C  -2.01  3.88  -2.36
C  -1.12  3.10  -3.09
C  -0.57  1.99  -2.48
N  -0.86  1.65  -1.23
H  0.69  -6.52  1.05
H  2.38  -4.81  0.43
H  1.93  -2.42  0.83
H  -1.94  -3.41  2.37
H  -1.46  -5.79  2.03
H  -0.72  -2.30  4.16
H  -2.00  -1.16  5.88
H  -3.10  1.02  5.46
H  -2.87  2.08  3.22
H  -3.00  4.09  -0.45
H  -2.46  4.76  -2.81
H  -0.86  3.35  -4.11
H  0.13  1.36  -3.01
C  -2.31  -1.16  -3.18
As  -1.68  -1.76  -1.45
C  -3.29  -1.75  -0.39
C  -1.35  -3.65  -1.76
H  -3.12  -1.80  -3.52
H  -1.50  -1.19  -3.90
H  -2.67  -0.14  -3.10
H  -4.06  -2.35  -0.87
H  -3.65  -0.72  -0.28
H  -3.07  -2.15  0.60
H  -2.28  -4.13  -2.04
H  -0.95  -4.10  -0.85
H  -0.63  -3.76  -2.57
O  2.76  -0.27  1.29
Cl  2.49  1.11  1.63
O  3.53  1.96  1.19
O  2.18  1.27  3.00
O  1.25  1.48  0.83
N  6.33  -0.61  -3.43
C  5.19  -1.12  -3.90
S  5.03  -1.92  -5.32
C  3.99  -0.87  -3.05
C  3.06  -1.89  -2.83
C  1.96  -1.63  -2.05
N  1.74  -0.42  -1.50
C  2.62  0.56  -1.71
C  3.75  0.37  -2.47
H  7.17  -0.74  -3.97
H  6.40  -0.23  -2.50
H  3.21  -2.86  -3.27
H  1.24  -2.40  -1.83
H  2.42  1.51  -1.23
H  4.43  1.20  -2.62

As for the total charge: +1. For the relative energy (zero: lowest compared OMol25 entry of this formula, charge and spin), the calculation gives 17.8 kJ/mol. As for the HOMO energy: -10.138 eV. Its HOMO-LUMO gap is 6.0 eV. The value obtained for the total energy is -4920.93027 Eh.

3.
The following is a quantum chemistry calculation of C26H28BO4PPb as an isolated structure at a distorted geometry, from the Open Molecules 2025 dataset.

Atoms and positions in Å:
C  -0.11  3.30  -4.01
C  -0.94  2.41  -4.03
C  -1.96  1.37  -4.10
C  -1.66  0.16  -3.26
C  -0.93  -0.86  -3.69
C  -0.77  -2.04  -2.78
O  -0.74  -3.16  -3.22
C  -0.70  -1.69  -1.34
C  0.10  -2.45  -0.50
B  0.91  -3.76  -0.92
O  0.20  -4.91  -0.88
C  2.42  -3.69  -1.34
C  2.71  -2.61  -2.42
C  0.19  -2.03  0.83
O  0.89  -2.83  1.69
C  -0.45  -0.90  1.32
C  -0.27  -0.59  2.79
C  1.16  -0.47  3.26
C  1.62  -1.34  4.24
C  2.91  -1.25  4.72
C  3.78  -0.30  4.22
C  3.34  0.57  3.24
C  2.04  0.48  2.76
C  -1.27  -0.15  0.46
P  -2.09  1.26  1.29
C  -3.14  2.25  0.20
C  -3.39  3.67  0.72
C  -0.72  2.46  1.54
C  -0.13  2.97  0.20
C  -1.41  -0.58  -0.87
C  -2.28  0.05  -1.90
O  -3.43  0.41  -1.74
H  0.61  4.09  -4.00
H  -2.87  1.88  -3.71
H  -2.21  1.09  -5.12
H  -0.47  -0.89  -4.67
H  0.75  -5.68  -1.08
H  3.05  -3.48  -0.48
H  2.74  -4.65  -1.72
H  3.48  -1.92  -2.09
H  3.07  -3.07  -3.34
H  1.83  -2.01  -2.65
H  1.78  -2.49  1.83
H  -0.75  -1.38  3.36
H  -0.81  0.32  3.06
H  0.95  -2.08  4.64
H  3.23  -1.94  5.50
H  4.78  -0.22  4.62
H  4.00  1.32  2.85
H  1.74  1.15  1.97
H  -2.73  2.30  -0.88
H  -4.10  1.76  0.10
H  -3.67  3.63  1.77
H  -4.25  4.10  0.21
H  -2.53  4.33  0.61
H  0.08  1.97  2.09
H  -1.10  3.29  2.11
H  -0.37  2.30  -0.64
H  0.96  2.99  0.24
H  -0.44  3.99  -0.02
Pb  -2.63  3.59  -2.39

As for the total charge: +2. As for the HOMO energy: -13.506 eV. Its HOMO-LUMO gap is 4.3 eV. The value obtained for the total energy is -1866.86138 Eh.

4.
The following is a quantum chemistry calculation of C26H28Cl3N4O2SSeTi as an isolated structure, from the Open Molecules 2025 dataset.

Atoms and positions in Å:
Ti  -0.41  -0.17  -0.36
C  4.30  0.31  -1.55
C  3.25  0.91  -0.67
C  1.98  1.22  -1.16
C  1.01  1.82  -0.34
C  1.31  2.14  0.99
C  2.58  1.86  1.48
C  3.52  1.26  0.66
H  5.01  1.07  -1.87
H  3.87  -0.14  -2.44
H  4.87  -0.46  -1.01
H  1.77  1.07  -2.22
H  0.14  2.27  -0.81
H  0.58  2.63  1.62
H  2.84  2.13  2.49
H  4.52  1.07  1.05
Cl  -2.39  -1.27  -7.34
C  -1.77  -1.18  -5.75
C  -1.93  0.00  -5.02
C  -1.42  0.03  -3.75
Cl  -1.58  1.45  -2.74
C  -0.75  -1.05  -3.19
O  -0.24  -0.94  -1.93
C  -0.63  -2.22  -3.92
Cl  0.16  -3.59  -3.21
C  -1.13  -2.29  -5.21
H  -2.43  0.86  -5.45
H  -1.03  -3.20  -5.78
C  -4.26  1.00  -0.22
S  -3.07  1.53  0.99
C  -2.92  3.26  0.59
O  -1.70  0.92  0.54
H  -3.99  1.33  -1.21
H  -5.21  1.43  0.10
H  -4.32  -0.09  -0.15
H  -3.88  3.71  0.84
H  -2.69  3.38  -0.47
H  -2.15  3.69  1.23
C  1.11  -4.73  1.05
N  0.66  -3.83  2.10
C  0.72  -2.50  2.13
Se  1.49  -1.41  0.79
N  0.27  -2.07  3.32
C  -0.09  -3.16  4.10
C  -0.60  -3.25  5.40
C  -0.83  -4.53  5.86
C  -0.58  -5.67  5.07
C  -0.08  -5.57  3.79
C  0.15  -4.28  3.33
H  1.39  -4.15  0.18
H  0.30  -5.41  0.80
H  1.97  -5.30  1.41
H  0.33  -1.11  3.62
H  -0.78  -2.38  6.02
H  -1.22  -4.67  6.86
H  -0.78  -6.65  5.49
H  0.13  -6.45  3.20
N  -1.61  -2.98  -0.37
C  -2.31  -3.90  0.29
C  -2.84  -3.30  1.42
C  -2.39  -1.98  1.36
N  -1.65  -1.79  0.25
H  -1.07  -3.10  -1.22
H  -2.42  -4.90  -0.10
H  -3.46  -3.75  2.17
H  -2.58  -1.17  2.04

As for the total charge: +3. For the relative energy (zero: lowest compared OMol25 entry of this formula, charge and spin), the calculation gives 0.2 kJ/mol. As for the HOMO energy: -16.469 eV. Its HOMO-LUMO gap is 6.4 eV. The value obtained for the total energy is -6405.91871 Eh.

> Among the records above, which one has the highest total charge?

C26H28Cl3N4O2SSeTi